DFT (the ωB97M-V functional and the def2-TZVPD basis) results for a 8-piece molecular cluster, C21H34N7O5P overall.

```
68
Properties=species:S:1:pos:R:3:forces:R:3
C 0.31763 4.99568 2.54010 0.05 0.05 0.05
P 1.30295 3.45824 2.62734 -0.04 -0.12 -0.10
O 0.28245 2.61232 3.63512 -0.13 -0.05 -0.27
C 0.87182 2.79585 0.91686 0.41 -0.07 0.00
O 2.16675 2.57040 0.25757 -0.50 0.36 -0.25
C 1.85869 1.80208 -0.80981 0.03 -0.07 0.28
O 2.39341 1.83939 -1.87015 0.42 -0.21 -0.21
O 0.84954 0.96957 -0.49971 -0.41 0.23 0.08
C 0.23530 1.42103 0.74867 0.37 -0.09 0.07
C -1.27465 1.30130 0.60738 -0.09 -0.17 0.00
C -2.15526 2.25923 1.42370 -0.15 -0.02 -0.02
C -2.69513 3.44634 0.62636 0.28 0.15 0.05
O -1.70840 4.09482 -0.19100 0.02 -0.01 0.05
H -0.75741 4.80093 2.53623 0.04 0.00 0.02
H 0.60752 5.51893 1.62345 0.01 0.03 0.09
H 0.56010 5.64256 3.38437 -0.07 -0.05 -0.04
H 0.40672 1.65857 3.56671 0.15 0.06 0.24
H 0.34041 3.52468 0.30100 0.01 -0.10 0.14
H 0.64015 0.74576 1.51585 -0.20 0.03 0.03
H -1.50201 1.40663 -0.45668 0.02 0.07 0.06
H -1.52941 0.27342 0.87616 -0.01 0.03 -0.10
H -1.66922 2.59619 2.34317 0.08 -0.06 -0.14
H -3.03839 1.69729 1.74288 0.05 0.08 0.10
H -3.47481 3.10911 -0.05834 -0.01 0.07 0.06
H -3.10113 4.18880 1.31570 -0.30 -0.17 -0.07
H -1.28470 4.77325 0.34538 -0.16 0.06 -0.07
C 2.94380 -1.42376 -0.47523 -0.06 0.08 -0.14
C 3.79825 -2.49176 0.02337 0.02 -0.01 0.05
N 4.47133 -3.33250 0.41945 -0.03 -0.06 0.02
H 2.51252 -1.70600 -1.43434 0.01 0.00 0.01
H 2.13005 -1.22466 0.21794 0.03 -0.05 0.05
H 3.51970 -0.51054 -0.61748 0.04 -0.03 0.01
C 4.96518 -5.73144 2.97336 0.27 0.14 -0.07
C 3.68544 -6.21684 3.46546 -0.06 -0.06 -0.04
N 2.67004 -6.60670 3.83262 0.00 0.01 -0.02
H 5.18060 -6.15248 1.99280 -0.05 -0.04 0.01
H 4.95236 -4.64785 2.87165 -0.08 -0.01 -0.01
H 5.77181 -6.01003 3.64940 -0.07 -0.06 0.05
C 3.37787 -7.42998 -0.33722 -0.17 0.28 -0.14
C 4.20661 -8.52230 0.14841 0.02 -0.02 0.05
N 4.85831 -9.38007 0.54488 -0.03 0.00 0.00
H 2.93220 -7.68172 -1.29867 0.01 -0.09 0.03
H 2.57573 -7.21478 0.36835 0.03 -0.07 0.05
H 3.96865 -6.52246 -0.46268 0.07 -0.04 0.04
C -5.12891 6.69871 -0.52371 -0.06 0.05 -0.17
C -4.53298 6.60288 0.79998 0.10 -0.07 0.01
N -4.03422 6.49297 1.82770 0.01 0.06 0.01
H -5.46902 5.71417 -0.84070 0.01 0.01 0.08
H -5.97472 7.38432 -0.51365 0.00 -0.01 0.05
H -4.39232 7.06407 -1.23788 0.03 0.01 0.04
C -7.38831 3.43009 -3.12982 -0.03 0.00 -0.07
C -6.79347 3.43502 -1.79957 0.01 -0.08 0.04
N -6.32237 3.42865 -0.75269 0.00 0.03 -0.06
H -7.69268 2.41949 -3.39558 0.01 0.00 0.02
H -8.26232 4.07843 -3.15074 0.01 0.00 0.01
H -6.66547 3.78402 -3.86277 0.01 0.00 0.01
C 0.87119 -10.60654 0.76589 0.01 -0.04 0.06
C 0.48147 -10.04463 -0.52202 0.07 0.05 0.00
N 0.19298 -9.59004 -1.53561 0.01 0.01 0.02
H 1.50114 -9.90265 1.30770 0.00 0.00 -0.01
H -0.01275 -10.82063 1.36370 -0.01 0.01 -0.01
H 1.43100 -11.52773 0.61568 0.00 0.01 -0.02
C 2.17042 3.43318 -4.71887 0.04 -0.03 0.08
C 1.17651 3.76357 -5.73194 -0.01 0.03 -0.04
N 0.39291 4.02813 -6.52774 0.00 -0.01 0.02
H 2.87200 2.69497 -5.10268 -0.02 0.00 -0.03
H 2.72372 4.32524 -4.43078 -0.01 0.01 -0.02
H 1.69285 3.01784 -3.83423 0.00 0.00 -0.02
```
Forces are in eV/Å.

Calculated values
Highest occupied orbital energy: -0.3480 hartree
SMILES: CP(O)[C@H]1OC(=O)O[C@@H]1CCCO.CC#N.CC#N.CC#N.CC#N.CC#N.CC#N.CC#N
Gap between HOMO and LUMO: 0.35372 hartree
Multiplicity: 1

***

DFT (the ωB97M-V functional and the def2-TZVPD basis) results for C29H37CaN7O6S2Si2 as an isolated structure in a non-equilibrium geometry.

```
84
Properties=species:S:1:pos:R:3:forces:R:3
Ca -0.49119 -1.13384 -1.13015 2.60 1.77 -1.51
O -4.16348 -0.84359 -0.01865 -0.19 -0.22 0.01
S -2.95294 -1.59795 -0.20546 0.06 -0.73 0.03
O -2.55259 -1.78789 -1.63953 -0.90 0.13 1.85
O -1.80470 -1.13648 0.62844 -2.06 -0.40 -0.34
C -3.33039 -3.28797 0.35046 -0.83 -1.67 -0.49
C -4.67077 -3.55829 0.80759 2.27 1.06 -0.82
C -4.98659 -4.82278 1.20809 0.97 -2.05 -0.60
C -4.14658 -5.92612 0.89491 -0.30 1.46 0.15
C -2.91974 -5.71447 0.26998 -1.50 -0.73 1.02
C -2.48234 -4.42191 0.09945 0.16 1.62 0.19
S -0.77497 -4.40276 -0.46679 0.86 -0.66 -3.71
O -0.10376 -5.55531 0.08318 -0.24 -0.33 1.08
O -0.85258 -4.54088 -1.95377 -0.50 0.68 2.10
O -0.15862 -3.14528 -0.04386 -0.34 -0.24 0.07
H -5.38422 -2.75302 0.74104 -0.01 0.20 0.52
H -5.88752 -5.08370 1.70202 -1.00 0.20 0.24
H -4.48851 -6.91308 1.16218 0.05 -0.22 -0.05
H -2.33428 -6.58645 0.01282 0.37 0.34 -0.06
C 3.81023 -0.54040 -2.60726 0.35 -1.69 -0.34
Si 2.29006 -1.30461 -3.46131 -2.53 1.25 0.09
C 1.86978 -3.16018 -3.08739 1.06 0.74 -0.92
C 2.57439 -1.15762 -5.36714 1.87 0.52 1.17
N 0.86924 -0.32612 -2.94011 2.62 -4.07 0.87
C 0.73074 0.90183 -3.33448 -1.47 4.28 -1.80
C 1.48247 1.59439 -4.39450 -1.34 -2.10 2.54
C 0.92179 2.55450 -5.15820 -1.92 2.52 -1.61
C -0.40930 3.07038 -4.89472 3.19 -0.33 -2.01
C -1.04633 2.52558 -3.83993 -0.06 -0.26 3.57
C -0.44138 1.68268 -2.83367 0.11 -0.43 -1.97
N -0.99596 1.35597 -1.62621 -1.75 0.37 1.23
Si -2.37682 2.29550 -0.94008 2.07 -1.26 -1.77
C -4.14039 2.07373 -1.78439 -0.35 0.61 0.65
C -2.04415 4.18594 -0.89267 -0.20 -0.64 -0.28
C -2.55970 1.82973 0.88010 0.11 -1.90 0.46
H 3.70473 0.39815 -2.10890 -0.43 0.70 0.08
H 4.60339 -0.50835 -3.33296 0.50 0.52 -0.61
H 4.23426 -1.24101 -1.90054 -0.09 -0.33 0.67
H 1.98538 -3.78215 -4.00959 0.00 0.47 0.65
H 0.87471 -3.33469 -2.72035 -0.49 0.07 0.09
H 2.55255 -3.52956 -2.33370 0.26 -0.35 0.25
H 1.66026 -0.93826 -5.85547 -0.94 -0.03 -0.60
H 3.10757 -2.01246 -5.77181 -0.23 -0.43 -0.21
H 3.25580 -0.29503 -5.54870 -0.44 -0.51 0.04
H 2.40284 1.15748 -4.67433 0.79 -0.19 -0.31
H 1.45583 2.83376 -6.08058 -0.15 0.33 0.47
H -0.83354 3.93244 -5.41906 0.14 -0.52 -0.21
H -1.97912 2.98489 -3.56341 -0.59 -0.04 0.15
H -4.44628 0.99983 -1.96167 0.44 1.22 0.26
H -4.28627 2.68943 -2.72828 0.26 -0.76 1.08
H -4.81399 2.52410 -0.96560 0.51 -0.68 -1.21
H -1.19114 4.40628 -0.25671 0.24 -0.02 0.00
H -2.92663 4.44837 -0.33643 -0.60 0.81 0.32
H -1.98672 4.75847 -1.82774 -0.03 -0.32 0.23
H -3.37599 1.06053 0.98146 0.41 1.10 0.03
H -2.70976 2.67625 1.53656 -0.37 0.35 0.15
H -1.70593 1.24526 1.32530 -0.41 0.74 -0.75
C 1.67081 1.53826 0.93351 0.29 0.84 0.79
C 1.99103 0.13754 1.29266 1.39 1.16 0.82
N 1.49466 -0.87522 0.68220 -0.03 -0.88 0.80
C 2.03448 -1.98829 1.29757 1.12 -1.40 0.28
C 3.01177 -1.62975 2.21263 -1.74 0.07 -0.64
N 3.00090 -0.23913 2.25536 -0.88 0.96 -0.03
C 3.44184 0.53523 3.46583 -0.97 -0.87 -1.05
N 2.26042 1.05731 4.17125 -0.40 -0.26 0.02
N 1.21604 0.18752 4.32300 0.53 0.32 1.62
N 0.46301 0.60683 5.27017 -0.97 0.69 -1.07
C 0.84884 1.90021 5.65154 0.68 -2.29 0.21
C 0.30389 2.72213 6.64319 0.89 0.50 -0.53
C 1.00250 3.89336 6.84454 0.12 0.18 -0.06
C 2.18860 4.22785 6.14176 0.61 -0.57 0.15
C 2.80230 3.29276 5.27999 0.82 1.66 -0.30
C 2.09309 2.11743 5.02334 -0.44 0.68 -0.14
H 1.02940 1.59844 0.04640 0.14 -0.15 0.01
H 2.60798 2.09593 0.80264 -0.15 -0.01 -0.33
H 1.15617 2.06888 1.75527 -0.03 -0.32 -0.19
H 1.65051 -2.98783 1.00449 0.69 0.92 0.33
H 3.61626 -2.16735 2.91589 0.01 -0.33 -0.02
H 4.04050 1.39556 3.15345 0.13 -0.24 0.26
H 3.95695 -0.17205 4.18035 -0.19 0.80 -1.09
H -0.58000 2.52708 7.23560 0.00 -0.36 -0.32
H 0.62450 4.55500 7.60596 0.04 0.39 0.01
H 2.66027 5.21012 6.37765 -0.27 -1.01 -0.39
H 3.78246 3.54899 4.76626 -1.40 -0.42 0.72
```
Forces are in eV/Å.

Calculated values
Highest occupied orbital energy: 0.0258 hartree
ΔE to the lowest compared entry with this formula, charge and spin: 0.420 eV
Charge: -2
Gap between HOMO and LUMO: 0.09854 hartree
Multiplicity: 1

***

DFT (the ωB97M-V functional and the def2-TZVPD basis) results for Cl2H2NP as an isolated structure in a non-equilibrium geometry.

```
6
Properties=species:S:1:pos:R:3:forces:R:3
N -0.88403 0.22642 0.45678 -1.14 0.48 -1.67
P 0.82081 0.34878 0.61508 0.87 1.43 -0.93
Cl -1.51760 1.83812 0.19882 -0.04 0.05 0.31
Cl -1.53958 -0.71627 -0.97150 0.64 0.09 1.04
H 0.84503 -0.94476 0.84530 0.41 -2.68 0.66
H 2.27537 -0.75228 -1.14448 -0.74 0.62 0.60
```
Forces are in eV/Å.

Calculated values
Highest occupied orbital energy (alpha / beta): -0.3795 / -0.3295 hartree
ΔE to the lowest compared entry with this formula, charge and spin: 7.608 eV
Gap between HOMO and LUMO (alpha / beta): 0.31833 / 0.28776 hartree
Multiplicity: 1

***

DFT (the ωB97M-V functional and the def2-TZVPD basis) results for one molecule with the formula C5H7NO in a non-equilibrium geometry.

```
14
Properties=species:S:1:pos:R:3:forces:R:3
C 2.00318 -0.20441 -0.47692 0.06 -0.01 0.04
C 0.76130 -0.30505 0.37004 0.08 -0.14 0.32
O 0.76063 -0.73043 1.49917 0.01 0.14 -0.50
C -0.56430 0.16364 -0.28207 -0.05 0.00 -0.04
C -1.74465 -0.68796 0.19472 -0.07 -0.06 0.04
C -0.74464 1.58015 0.06701 -0.09 0.97 0.25
N -0.87228 2.69234 0.35916 0.12 -1.08 -0.31
H 2.88319 -0.41975 0.13077 -0.12 0.04 -0.09
H 2.08988 0.78839 -0.93137 -0.06 -0.11 0.07
H 1.93939 -0.93367 -1.29396 -0.02 0.10 0.09
H -0.46678 0.11293 -1.37386 0.02 0.01 0.16
H -1.74452 -0.73532 1.28540 -0.03 0.02 -0.15
H -2.69348 -0.27175 -0.15243 0.15 -0.04 0.04
H -1.64403 -1.70494 -0.19610 0.00 0.14 0.07
```
Forces are in eV/Å.

Calculated values
Highest occupied orbital energy: -0.3793 hartree
ΔE to the lowest compared entry with this formula, charge and spin: 0.540 eV
SMILES: CC(=O)[C@@H](C)C#N
Gap between HOMO and LUMO: 0.40377 hartree
Multiplicity: 1

***

- What is the multiplicity in the second record?
  1

***

- What is the multiplicity in the fourth record?
  1